Below is C17H34O2P2Pd as an isolated structure, with properties calculated with ωB97M-V/def2-TZVPD.

Computed properties:
net charge: +2
energy above the lowest of the compared OMol25 structures with the same formula, charge and spin: 38.0 kcal/mol
multiplicity: 5
gap between HOMO and LUMO (spin up / spin down): 5.565 / 5.407 eV

```
56
Properties=species:S:1:pos:R:3:forces:R:3
C -2.26848 0.60430 -0.95739 0.60 0.25 -0.58
O 3.20010 0.94306 -1.81068 0.06 0.13 2.23
H -0.38525 3.79556 -3.50130 0.00 0.37 0.38
H -0.60406 5.05860 -2.19261 0.06 -0.43 -0.52
C -2.69632 -1.75556 0.09589 -0.06 -0.32 0.37
C -0.06011 -0.74063 2.72337 3.72 2.25 -0.35
H 5.89351 1.01126 -0.72730 -0.25 -0.20 0.18
H -2.14926 -0.72440 2.64455 0.12 -0.50 -0.22
H -0.62349 0.76255 -2.36366 -0.56 -0.16 -0.33
C -1.11837 3.20183 0.32083 0.09 0.44 0.06
H 0.05928 0.13131 3.37574 0.11 -0.54 0.45
H -1.25258 2.30145 0.92906 0.26 0.11 -0.21
H -0.34288 3.80206 0.80738 -0.32 -0.01 -0.02
H 1.37763 4.46712 -1.45493 0.49 -0.06 0.57
H -2.72893 -1.64551 -2.53173 0.83 -0.16 0.13
H 2.23913 -2.19441 0.52910 -0.28 0.09 0.22
C -1.26678 -1.37504 2.68998 -3.78 -1.50 0.41
C 3.75007 0.97715 -0.62286 0.30 -0.75 -0.99
H -3.02938 -1.31399 1.03787 0.26 -0.01 -0.27
H -3.57048 -1.71834 -0.57936 0.55 -0.02 0.11
H 5.25626 0.00020 0.61383 -0.03 0.11 -0.08
C -1.42832 -2.80549 3.12922 -0.95 0.38 -0.27
C -0.23622 -3.56664 2.58171 0.66 -1.62 -0.50
C -0.18648 -3.66094 1.09476 -1.23 -2.44 2.49
C -1.47352 1.39323 -2.00099 0.44 0.18 -0.20
H -1.98789 1.65172 -2.93074 -0.20 0.15 0.33
H -0.26336 -4.61237 2.88550 -0.11 0.04 0.43
C 5.10426 0.30688 -0.41963 -0.46 0.00 -0.95
C -0.93111 4.07269 -2.57995 0.72 0.99 0.01
P -0.50610 2.79948 -1.35181 -5.11 1.75 0.53
H -1.62307 -2.97992 -2.00440 -0.05 0.85 -0.18
C 0.25482 -2.78352 0.21495 2.47 4.30 -3.83
P -1.21080 -0.86718 -0.74043 -4.50 -2.93 0.42
H -1.97705 4.21216 -2.89326 0.12 -0.58 0.65
O 3.16578 1.50964 0.36670 -0.68 -0.29 -1.24
H -2.46848 -2.81344 0.29381 -0.12 0.31 -0.07
H 1.38074 0.23987 1.56636 0.10 -0.62 -0.15
H 1.62951 3.83715 0.29170 -0.05 -0.04 -0.54
H -3.28795 0.36183 -1.30143 0.53 -0.12 0.12
H 5.14392 -0.55870 -1.12004 0.05 0.58 0.57
H 0.17253 -2.99886 -0.87281 -0.02 -0.17 0.93
C 1.13680 -0.82143 1.80678 0.34 0.51 -0.33
C 1.26752 -1.66132 0.48063 0.90 0.04 0.80
H 2.86506 3.47319 -0.97284 -0.60 0.65 -0.01
H 1.99011 -1.13390 2.42062 -0.06 0.13 0.22
C -1.67782 -1.89707 -2.26098 0.50 0.33 -0.40
H -2.33679 1.03705 0.04378 -0.17 0.28 -0.41
H 1.43961 -0.91184 -0.32871 -0.61 -1.16 0.26
C 1.80087 3.70505 -0.78341 0.78 0.06 -0.40
H -2.06152 3.76018 0.35037 0.18 -0.09 -0.27
H -0.46465 -4.62558 0.65804 -0.21 0.16 0.22
H -1.50379 -2.96735 4.21119 0.26 0.17 0.01
Pd 1.26483 1.82141 -1.45871 4.76 -1.31 0.20
H 0.69220 -3.15237 2.97848 0.07 0.22 -0.12
H -2.35637 -3.25547 2.72372 0.32 0.38 0.14
H -1.00687 -1.69669 -3.10396 -0.23 -0.17 0.00
```
Forces are in eV/Å.

Here are the Löwdin charges for atoms 1 to 5, given in e: -0.3824, -0.1222, 0.0753, 0.0669, -0.2412